# 1
Formula: C16H20N4O
Source: OMol25
Level of theory: wB97M-V/def2-TZVPD

Computed properties:
Gap between HOMO and LUMO   8.44 eV
Energy relative to the best compared isomer or geometry (same formula, charge and spin)   21.97 kcal per mole
Molar mass   284.4 g/mol
SMILES   CC(C)C[C@@H](CN)c1nc2cc(-c3cnco3)ccc2[nH]1
Calculated total energy   -915.9568 Eh

Each line ends with the natural charge from an NBO analysis.
Element x y z (Å)
C 0.4206 0.6366 1.4868  0.16
C -2.8380 -2.5476 -2.9187  -0.60
H 1.3281 0.9677 8.3311  0.20
H 0.6633 -0.5428 -2.5420  0.21
H -2.9828 -2.9138 -1.8777  0.21
H 3.1388 0.2789 4.2420  0.23
C 0.1246 0.9018 2.7930  -0.20
N -0.3783 0.6679 0.3557  -0.50
H -0.2703 -1.0075 -4.6711  0.19
H -1.3485 -2.2483 -5.3157  0.21
H -2.9195 -3.3724 -3.6536  0.21
H -0.6985 -2.6007 -2.9054  0.19
C -0.4449 1.1742 5.7535  -0.11
N -0.3158 1.2983 7.1198  -0.44
C 0.8035 0.9276 5.1855  0.24
H -1.9554 -0.6849 -4.8832  0.20
H 3.7351 -0.1796 1.8412  0.21
N 1.2384 1.5807 -3.5747  -0.86
C 1.7137 0.2045 1.1375  0.09
N 1.6491 -0.0410 -0.2073  -0.54
C 1.0986 0.7012 3.7977  -0.10
C -0.0484 1.4423 -2.8567  -0.20
H 2.4094 -0.4437 -0.7726  0.42
C -0.0717 0.0946 -2.0962  -0.28
H -0.8580 1.5491 -3.5819  0.18
C 0.9471 1.0323 7.3248  0.29
H 1.3778 0.9133 -4.3353  0.36
H -1.3772 1.2724 5.2240  0.21
H -1.6670 -0.9700 -1.1890  0.23
C 0.3714 0.2749 -0.6382  0.43
C 2.7264 0.1113 2.1241  -0.22
C 2.4261 0.3341 3.4486  -0.21
C -1.4953 -1.8496 -3.1268  -0.21
O 1.6721 0.8484 6.2017  -0.40
C -1.4248 -0.6328 -2.1846  -0.39
H -3.6361 -1.8667 -3.1709  0.20
C -1.2623 -1.4504 -4.5669  -0.61
H -0.1718 2.2318 -2.0960  0.21
H 1.3976 2.5354 -3.8772  0.37
H -0.8708 1.2624 3.0812  0.22
H -2.2061 0.1100 -2.4064  0.21

Forces on the atoms, in the same order (eV/Å):
0.68 -0.42 -1.02
0.25 -0.64 -0.34
0.81 -0.03 -0.38
0.63 -0.42 -0.42
0.14 0.18 -0.76
0.54 -0.18 0.12
-0.38 0.29 2.15
-0.29 0.20 -0.43
0.11 -0.06 -0.09
0.08 -0.11 0.42
-0.03 0.11 0.60
-0.34 0.62 0.34
1.38 0.14 -0.66
0.93 -0.82 -0.36
-3.68 0.48 0.66
-0.42 0.36 -0.04
-0.10 0.04 0.00
0.17 0.24 0.79
0.26 0.14 1.47
0.88 -0.32 -1.04
1.02 0.14 -1.22
0.74 -0.06 -0.31
-0.84 0.56 0.40
-0.36 0.36 0.68
-0.40 -0.35 0.30
-1.69 0.78 0.34
-0.38 0.47 0.29
-0.06 0.07 0.20
-0.17 -0.23 0.38
0.06 -0.32 0.01
0.30 -0.51 -1.09
-1.61 0.39 -0.64
0.22 -0.35 0.30
1.01 -0.44 0.66
0.07 0.03 0.35
-0.43 0.34 0.09
0.16 0.23 -0.54
0.24 -0.05 -0.53
-0.01 -0.32 -0.18
0.42 -0.22 -0.26
0.06 -0.32 -0.26

# 2
Formula: C16H20N4O2S
Source: OMol25
Level of theory: wB97M-V/def2-TZVPD

Computed properties:
Gap between HOMO and LUMO   7.70 eV
Energy relative to the best compared isomer or geometry (same formula, charge and spin)   442.24 kcal per mole
Molar mass   332.4 g/mol
Calculated total energy   -1388.7673 Eh

Each line ends with the natural charge from an NBO analysis.
Element x y z (Å)
H -1.2350 -4.5408 -0.2881  0.21
H -4.6949 0.7365 -1.6805  0.20
H 0.8814 -2.1898 1.8197  0.21
C -0.3367 -0.2313 0.5948  0.05
H 2.5310 -1.6505 1.2229  0.24
N 5.9179 1.4991 -0.1973  -0.41
C -3.0816 1.0682 1.3746  -0.47
H 2.3400 -3.6777 -0.0136  0.16
C 3.5921 2.1039 0.3011  -0.21
H 1.8577 -2.1090 -1.2019  0.23
H -3.7931 -0.7323 0.2525  0.25
H -3.3584 0.8507 2.2498  0.21
H -0.3086 -3.9411 0.9802  0.18
H 3.7550 -1.1048 -0.5025  0.20
S -1.6020 -1.1527 0.7806  0.36
C 1.6403 -2.7981 -0.4477  -0.13
C 1.7767 0.5996 0.0621  0.21
H 3.0108 2.7661 0.4730  0.20
N -0.3719 1.1811 -0.0174  -0.32
C -0.1435 -4.2771 0.0641  -0.26
C 5.0123 2.3427 -0.0611  0.07
H -2.7745 3.2362 -0.5094  0.23
H 0.4158 -5.1543 0.0924  0.18
C -4.2678 2.0213 0.8961  -0.38
N 1.0032 -0.5865 0.4797  -0.37
O 0.4928 -3.1559 -0.8448  -0.51
H -5.1773 1.4216 0.7180  0.20
H -4.2516 2.9409 1.4909  0.22
C 5.4535 0.0146 -0.5738  0.01
C 3.9853 -0.0490 -0.4890  -0.24
N 0.8276 1.6449 -0.2052  -0.20
H 6.2783 -0.4403 -0.7832  0.19
H 5.4035 3.2893 0.3130  0.18
O -2.0853 -0.2337 -1.6647  -0.55
H -4.5502 3.2128 -0.9656  0.19
C 1.5719 -1.9797 0.6323  -0.20
H -3.3068 1.7295 -2.5734  0.16
H -2.1973 1.6161 1.2312  0.26
C -3.0643 0.0154 0.5162  -0.36
C -3.7181 1.5487 -1.8174  -0.39
C -2.7837 0.4083 -1.0497  0.65
C 3.1114 1.0450 -0.0264  -0.06
C -3.7559 2.7121 -0.6325  -0.39

Forces on the atoms, in the same order (eV/Å):
2.37 0.76 -0.06
2.06 3.10 -1.30
1.84 -0.63 -3.84
6.66 7.10 -4.57
-1.11 -1.44 -1.59
1.15 -5.57 -2.78
-2.29 5.92 -3.68
-0.60 1.44 -1.94
11.43 1.98 -2.11
2.44 0.59 -1.93
-1.19 -0.12 1.21
-1.21 -1.80 7.35
-0.22 1.87 4.07
-1.20 0.18 -0.53
-4.25 -3.42 1.64
4.74 -2.87 0.85
-7.04 2.36 -0.16
-6.59 8.94 2.93
-0.98 -2.73 2.53
-2.28 1.29 -5.53
-2.11 1.97 3.70
-1.06 -0.42 -0.25
1.44 -1.29 -0.42
3.03 1.01 -3.48
0.21 1.93 -1.02
-8.33 -6.14 -0.69
0.09 0.84 0.45
-0.87 -0.60 0.32
-9.01 9.65 3.38
6.47 -1.60 0.04
2.05 -4.45 1.12
4.14 -3.84 -1.36
-0.20 0.51 -0.59
4.10 -3.94 -4.09
-2.72 3.25 -0.74
-0.31 7.19 12.43
5.47 2.63 -11.79
1.26 0.73 0.59
3.28 -4.26 -6.32
-5.97 -6.03 17.69
-4.63 4.61 2.00
-1.14 -13.77 -2.75
1.08 -4.89 1.22

# 3
Formula: C16H20N4O3S
Source: OMol25
Level of theory: wB97M-V/def2-TZVPD

Computed properties:
Gap between HOMO and LUMO   8.96 eV
Energy relative to the best compared isomer or geometry (same formula, charge and spin)   12.50 kcal per mole
Molar mass   348.4 g/mol
SMILES   CCOC(=O)N1CCN(CC(=O)Nc2nc3ccccc3s2)CC1
Calculated total energy   -1464.6771 Eh

Each line ends with the natural charge from an NBO analysis.
Element x y z (Å)
H 3.2046 -5.9784 3.1601  0.21
C -1.9410 -0.3367 0.4110  0.68
H -2.8513 3.6449 -3.0627  0.19
H 1.7111 0.8355 1.5879  0.22
H -2.6570 4.2534 -1.3916  0.20
O -1.0671 3.2522 -2.2382  -0.53
C 1.1618 -6.3125 2.6079  -0.22
C -0.0039 -5.7766 2.1027  -0.20
C -1.7416 5.5040 -2.8954  -0.64
C 0.3022 0.1693 -1.3649  -0.24
N 0.4292 0.1863 0.0888  -0.45
C -0.7772 0.5482 0.8087  -0.33
H 2.5220 2.8273 -0.0455  0.20
H 0.8334 -0.7122 -1.7428  0.20
H -1.1024 1.5864 0.6542  0.22
C -0.8136 -2.5188 1.0077  0.27
H -0.8958 -6.3693 1.9791  0.22
H -0.7519 0.0718 -1.6272  0.21
H 1.9518 1.3182 -2.2197  0.19
C 0.8840 1.4420 -2.0152  -0.24
H -0.5814 0.4045 1.8775  0.23
C 2.3060 -5.5328 2.7609  -0.22
C 1.5974 0.9337 0.5072  -0.24
H 0.3702 1.6675 -2.9475  0.24
C 1.5161 2.4217 0.1130  -0.24
H 1.0217 3.0170 0.8832  0.24
H 3.1929 -3.5893 2.5239  0.22
H 2.4612 0.4590 0.0351  0.20
H -1.0777 5.9826 -2.1796  0.22
N -1.7864 -1.6956 0.5060  -0.63
C -0.3263 3.3943 -1.1200  0.90
O -0.5636 4.1874 -0.2382  -0.66
C 2.3086 -4.1966 2.4087  -0.24
C -0.0218 -4.4318 1.7455  0.08
H -1.2209 5.3937 -3.8439  0.21
O -2.9949 0.1071 0.0157  -0.57
N 0.7389 2.5526 -1.1045  -0.45
N -1.0922 -3.7503 1.2440  -0.47
S 0.8438 -2.0201 1.3497  0.36
H -2.6159 6.1320 -3.0399  0.22
H -2.6322 -2.2105 0.2714  0.43
C -2.1732 4.1438 -2.3673  -0.07
H 1.1906 -7.3541 2.8906  0.21
C 1.1419 -3.6510 1.9037  -0.15

Forces on the atoms, in the same order (eV/Å):
0.08 -0.04 0.03
0.10 0.21 0.13
0.07 0.04 0.12
0.09 0.00 0.00
0.02 -0.09 -0.19
0.30 -0.23 0.05
-0.03 -0.07 0.01
-0.04 0.10 -0.06
0.08 -0.40 0.15
0.17 -0.07 -0.22
-0.41 0.42 -0.10
-0.04 0.32 -0.04
-0.03 -0.02 0.11
-0.08 0.00 -0.10
-0.07 -0.13 0.08
0.95 -0.08 0.32
-0.11 -0.09 -0.01
0.04 -0.01 -0.06
-0.07 -0.02 -0.06
-0.14 -0.18 -0.13
-0.05 0.04 0.01
0.14 0.02 0.02
0.00 -0.03 -0.03
0.16 -0.08 0.04
0.01 0.15 0.19
0.11 -0.08 -0.09
0.14 0.03 0.04
0.07 -0.01 0.07
0.02 0.08 0.03
-0.64 -0.26 -0.36
0.07 0.08 -0.12
-0.25 0.25 0.16
0.05 0.03 0.02
0.97 0.10 0.23
0.01 0.03 -0.10
-0.05 0.17 -0.03
0.04 -0.08 -0.09
-0.92 0.18 -0.28
0.15 -0.77 0.14
-0.09 0.10 -0.04
0.14 0.14 0.04
-0.40 0.44 0.07
0.00 -0.09 0.03
-0.57 -0.09 0.01

# 4
Formula: C16H20N4O3S
Source: OMol25
Level of theory: wB97M-V/def2-TZVPD

Computed properties:
Gap between HOMO and LUMO   9.62 eV
Energy relative to the best compared isomer or geometry (same formula, charge and spin)   14.66 kcal per mole
Molar mass   348.4 g/mol
SMILES   CCCCOC(=O)Nc1nnc(CC(=O)NCc2ccccc2)s1
Calculated total energy   -1464.6736 Eh

Each line ends with the natural charge from an NBO analysis.
Element x y z (Å)
H -4.0451 -2.3208 -1.4615  0.24
H 7.3815 -0.7629 5.1823  0.21
H 3.9006 -0.2931 3.9447  0.22
C 2.9086 1.2775 1.7326  0.90
H -5.4868 -1.4191 -5.9497  0.21
C -5.8206 0.2512 -2.4999  -0.24
C 4.6042 1.6317 3.3177  -0.07
C -4.0090 -1.2313 -1.5565  -0.27
H 5.8961 1.1996 5.7121  0.19
C -6.4981 0.0727 -4.7940  -0.22
H 0.4139 -2.0059 -2.4732  0.25
C -4.9049 -0.7752 -2.6794  0.06
H 3.4934 1.0338 5.0427  0.21
H -4.3151 -0.7744 -0.6107  0.20
N -2.6281 -0.8883 -1.8304  -0.62
C -4.7896 -1.3709 -3.9300  -0.24
O 3.4147 2.0885 2.6628  -0.50
C -5.5814 -0.9490 -4.9818  -0.19
H 5.0526 2.5335 3.7390  0.19
H 7.0475 0.2164 3.7589  0.20
H -0.3953 -0.7448 -3.4290  0.25
H -5.9150 0.7219 -1.5315  0.21
C -6.6171 0.6709 -3.5519  -0.21
C 4.2821 0.6170 4.4115  -0.43
C 0.1011 -0.1703 -1.4555  0.04
N -0.5494 0.9217 -1.2399  -0.30
C -0.3131 -1.1955 -2.4361  -0.55
H 5.1644 -0.3582 6.0937  0.21
H -7.1188 0.4010 -5.6147  0.21
H -2.3565 0.0868 -1.8002  0.43
C 6.5983 -0.4367 4.5022  -0.61
O 3.3703 0.2257 1.3743  -0.63
H 1.4285 2.7128 1.5436  0.44
C -1.6935 -1.8053 -2.1122  0.69
H -7.3303 1.4682 -3.4014  0.21
H 6.1974 -1.3112 3.9957  0.21
H 5.2702 1.1945 2.5692  0.20
H -4.0759 -2.1698 -4.0689  0.22
N 1.7608 1.8197 1.2087  -0.63
S 1.5237 -0.3443 -0.4367  0.42
C 1.0453 1.2020 0.2222  0.20
O -1.8824 -3.0010 -2.1462  -0.63
N -0.0267 1.6988 -0.2968  -0.30
C 5.4977 0.2816 5.2743  -0.39

Forces on the atoms, in the same order (eV/Å):
-0.03 0.18 0.09
0.12 -0.05 -0.02
-0.06 0.00 0.01
-0.18 0.43 0.09
0.01 -0.04 -0.08
0.06 -0.11 0.04
0.31 -0.42 0.26
0.00 -0.14 -0.05
-0.01 0.01 0.12
-0.09 0.08 -0.02
-0.14 0.00 -0.08
-0.07 0.02 0.11
-0.04 -0.01 -0.04
-0.01 -0.09 -0.07
-0.36 0.28 0.13
-0.03 0.01 0.01
-0.28 0.16 -0.10
0.06 -0.07 -0.04
-0.02 -0.08 -0.07
0.11 0.01 -0.12
0.10 -0.02 0.02
0.00 0.04 0.11
-0.09 0.08 -0.08
0.05 0.24 -0.06
0.80 0.19 0.58
-0.54 -0.61 -1.03
-0.31 -0.44 -0.16
0.02 0.08 0.06
-0.05 0.03 -0.06
0.04 -0.09 0.02
-0.08 0.12 0.19
0.27 -0.27 0.03
0.04 -0.08 -0.03
0.54 0.33 -0.05
-0.05 0.07 0.01
0.00 -0.12 -0.09
-0.04 0.15 0.09
0.10 -0.11 -0.02
0.15 0.36 0.37
-0.85 0.47 -0.36
0.21 -1.01 -0.51
-0.05 -0.54 -0.10
0.50 1.06 1.13
-0.09 -0.09 -0.19

# 5
Formula: C16H20NOYb
Source: OMol25
Level of theory: wB97M-V/def2-TZVPD

Computed properties:
Gap between HOMO and LUMO (alpha / beta)   2.38 / 2.39 eV
Charge   -2
Molar mass   415.4 g/mol
Calculated total energy   -1910.2394 Eh
⟨S²⟩   0.75
Spin multiplicity   2

Each line ends with the natural charge from an NBO analysis.
Element x y z (Å)
H -1.4008 1.7111 3.7001  0.21
H 0.5888 1.0428 -3.7110  0.20
H 0.1218 1.6187 -2.0628  0.15
C -1.7215 -0.4233 -2.7756  -0.66
C 1.8296 1.6426 2.1863  -0.36
H -0.8875 3.1651 1.4732  0.22
H 1.4120 -2.3030 -0.7984  0.13
C 2.6058 -0.4788 1.7267  -0.35
C -1.3999 2.2037 1.5098  -0.37
H -0.1418 -2.5695 -3.3268  0.17
H -1.9961 1.8904 -0.6343  0.23
C -1.6687 1.4373 2.6818  -0.38
H 2.9314 -0.1021 -0.4642  0.23
H 1.4963 -1.7618 -3.1168  0.17
C 0.4186 -2.0988 -1.1967  -0.06
H -1.8578 -0.5822 -3.8465  0.19
C -1.9686 1.5257 0.3946  -0.39
C 0.4619 -1.8478 -2.7274  -0.46
H -0.2192 -2.9559 -0.9511  0.15
C 2.5755 0.2541 0.5051  -0.33
N -0.3842 -3.4648 2.4852  -0.62
H 2.9706 -1.5002 1.8464  0.23
H -3.1584 -0.3781 0.2692  0.23
C 2.0918 1.5688 0.7882  -0.38
C -0.2544 -2.3254 2.1998  -0.09
H 1.6351 0.6358 -2.2870  0.17
Yb 0.0059 -0.0679 1.1757  1.47
C -0.2185 -0.4529 -2.8194  -0.31
H 2.1047 0.1356 3.8291  0.22
H -2.2658 -1.2188 -2.1935  0.15
C 2.1471 0.3803 2.7694  -0.37
C -2.5927 0.3338 0.8764  -0.35
C 0.5924 0.7919 -2.6501  -0.69
H 2.0046 2.3852 0.0703  0.23
H 1.4867 2.5249 2.7243  0.21
C -2.4101 0.2825 2.2886  -0.34
O -0.0191 -1.0862 -0.4105  -0.90
H -2.8084 -0.4811 2.9571  0.23
H -2.1069 0.5682 -2.4853  0.18

Forces on the atoms, in the same order (eV/Å):
0.06 -0.14 -0.24
1.00 1.62 0.27
0.01 -0.18 0.00
0.80 -0.18 -0.68
0.36 -0.35 -0.01
-0.04 -0.36 -0.03
0.61 -0.74 -0.26
0.17 0.45 -0.23
-0.33 -0.29 0.06
0.55 0.11 0.46
0.21 -0.26 0.41
-0.27 -0.04 -0.47
-0.39 0.07 0.35
-0.41 -0.35 0.18
0.66 -2.09 0.13
-1.70 -0.03 -0.10
-0.30 -0.13 0.46
-1.32 2.77 0.75
0.13 -0.46 -0.17
0.27 0.23 0.60
0.24 2.11 -0.43
-0.33 0.32 -0.05
0.44 0.21 0.23
0.21 -0.44 0.26
-0.22 -1.90 0.78
-0.39 0.01 -0.14
-0.03 1.05 2.06
0.58 -1.59 -0.45
-0.15 0.00 -0.30
0.38 0.33 -0.04
0.06 0.30 -0.46
-0.11 0.52 0.25
-0.21 -0.46 -1.08
-0.15 -0.35 0.23
-0.02 -0.28 -0.17
-0.03 0.37 -0.27
-0.58 0.17 -1.52
0.29 0.16 -0.26
-0.01 -0.21 -0.13

# 6
Formula: C16H21Br2F6NO9
Source: OMol25
Level of theory: wB97M-V/def2-TZVPD

Computed properties:
Gap between HOMO and LUMO   9.01 eV
Molar mass   645.1 g/mol
SMILES   O=COCCCCN(CC(=O)Br)C(=O)OBr.CCOC(=O)C(F)(F)F.CCOC(=O)C(F)(F)F
Calculated total energy   -7101.1634 Eh

Each line ends with the natural charge from an NBO analysis.
Element x y z (Å)
H -5.4909 -1.9233 -1.1166  0.22
H 7.6686 -0.4634 -3.3496  0.18
Br 3.4420 -2.7500 -6.8382  0.37
C -2.5334 0.7307 1.1072  0.90
H 4.4861 -2.2340 -2.1464  0.25
H 5.4895 0.7416 -3.0334  0.22
C 2.1097 -2.1908 -4.5393  0.89
C 5.6003 -0.2607 -2.3963  -0.42
C -4.1168 3.8176 4.1334  -0.08
H -4.4038 3.1980 3.2774  0.20
O -2.7880 -1.6577 1.6107  -0.52
C -3.3603 -2.2507 -0.9610  -0.08
H 2.8401 -0.0140 -1.8292  0.24
F -1.2986 1.1093 0.6672  -0.31
H -2.8877 3.6245 5.9087  0.22
F -2.5651 1.0137 2.4399  -0.31
O -3.1100 -0.9040 -0.5320  -0.48
O 2.5920 -3.9300 -1.5581  -0.49
H 8.9948 -3.2363 -3.3773  0.17
F -6.5656 6.4668 7.2702  -0.30
O -5.3295 4.1810 4.8098  -0.48
H -4.9946 -2.6498 0.4063  0.22
C -4.7967 -2.6432 -0.6704  -0.64
H -2.6497 -2.9469 -0.5021  0.20
C 4.4309 -1.3417 -2.9086  -0.45
C 8.4952 -2.8916 -2.3498  0.63
F -7.2496 4.4754 6.7094  -0.31
C -3.2121 3.0211 5.0547  -0.64
O -4.2458 5.9573 5.7759  -0.53
O 7.1118 -2.3591 -2.4698  -0.57
O 9.1120 -3.0302 -1.1724  -0.53
F -3.4226 1.5819 0.5189  -0.31
H -3.7432 2.1542 5.4617  0.22
Br 1.8107 -2.3879 0.7375  -0.02
H -5.0145 -3.6387 -1.0681  0.23
H 7.6833 -0.5033 -1.4291  0.21
H 0.5545 -1.0226 -1.6341  0.24
H 3.1683 0.4117 -3.6358  0.23
N 1.8118 -1.2630 -3.3868  -0.49
O 2.0814 -3.5254 -4.5272  -0.57
O 2.4191 -1.5521 -5.8556  -0.60
H 5.3304 0.0546 -1.2812  0.21
H 4.7920 -1.6785 -3.9854  0.23
C -5.2643 5.2901 5.6134  0.68
H -2.3236 2.6732 4.5197  0.23
F -7.4901 6.1411 5.3222  -0.31
C 1.8686 -2.8496 -1.2491  0.47
C -2.8281 -0.7363 0.7994  0.68
C 1.0122 -1.9118 -2.2836  -0.32
C 3.0212 -0.5095 -2.8920  -0.25
C 7.1145 -0.8887 -2.4049  -0.09
H -3.6099 4.7031 3.7345  0.20
H -3.1853 -2.2777 -2.0415  0.20
C -6.6301 5.5915 6.2278  0.90
H 0.0687 -2.5162 -2.6808  0.28

Forces on the atoms, in the same order (eV/Å):
0.15 -0.14 -0.08
-0.92 -0.88 1.75
-0.40 0.65 0.05
0.35 2.49 0.61
-0.40 1.65 -1.79
0.66 -2.28 1.22
-0.04 -5.75 -0.60
-1.05 -0.16 0.65
0.74 -0.32 -0.32
-0.28 0.17 0.26
0.03 2.65 -1.58
-0.28 -0.79 -0.25
0.07 -1.40 -2.19
-0.93 -0.76 0.20
0.01 -0.01 -0.21
-0.06 -0.78 -1.24
0.69 0.91 1.65
-5.10 7.69 1.93
-1.27 0.77 2.23
0.46 -0.87 -1.17
-0.63 1.58 1.11
0.12 -0.10 -0.15
-0.21 0.14 0.29
-0.11 0.27 0.14
1.45 0.94 0.68
1.80 -0.39 5.44
0.88 0.73 -0.54
0.02 0.05 0.39
-2.74 -1.26 -0.05
3.26 0.07 0.34
-4.22 1.08 -7.92
0.56 -1.06 0.37
0.07 0.06 -0.20
-0.17 -0.10 -1.83
0.08 0.14 0.03
-1.18 -1.03 -2.15
1.18 -1.93 -1.37
-0.31 -1.97 1.59
0.47 -2.59 -0.97
-0.31 8.54 0.60
-0.07 -1.31 3.56
0.58 -0.75 -2.31
-1.22 0.51 2.16
3.07 -0.23 -1.25
-0.16 0.06 0.03
1.06 -0.47 0.40
3.90 -6.37 -1.90
-0.42 -3.35 -0.20
-1.07 0.57 0.99
1.64 1.48 -0.86
0.28 1.94 0.03
-0.20 -0.02 0.26
0.05 0.36 0.21
-2.29 0.53 1.29
2.41 1.04 0.67